# 1
Molecular formula: C19H26F2INO6PS2
Method: DFT, ωB97M-V/def2-TZVPD

```
58
Properties=species:S:1:pos:R:3:forces:R:3:lowdin_charge:R:1
C -0.7587 2.9244 -2.1023 -0.1 0.0 0.1 -0.121
O 0.5607 3.4180 -2.2533 0.0 0.0 -0.2 -0.200
C 1.5464 2.4551 -1.9209 -0.1 0.1 0.1 -0.228
C 1.9737 2.5501 -0.4450 0.0 -0.2 -0.1 -0.169
C 1.5070 1.4040 0.4586 0.3 0.1 0.1 -0.204
C 1.9288 -0.0083 -0.0014 -0.4 0.0 0.4 -0.201
C 0.7538 -0.9863 0.0967 -0.3 0.1 -0.4 -0.234
C -0.2698 -0.7409 -1.0171 0.4 -0.3 0.1 -0.244
S -1.6931 -1.8399 -0.9309 0.2 0.1 0.2 0.500
O -1.9683 -2.1988 -2.3054 -0.1 0.0 0.2 -0.340
O -1.3441 -2.9159 -0.0202 -0.1 0.2 -0.2 -0.351
N -2.8427 -0.9611 -0.2363 -0.2 -0.2 -0.4 -0.393
S -3.7436 -0.0155 -1.1388 0.0 0.2 0.4 0.263
O -3.0635 1.1988 -1.5665 -0.1 -0.3 0.0 -0.407
O -4.5799 -0.6783 -2.1209 0.1 0.1 0.0 -0.384
P -5.3237 0.4208 0.3175 0.1 -0.1 -0.5 0.431
O -6.1228 1.3976 -0.7482 -0.2 0.0 0.5 -0.474
I -4.3426 2.1712 1.7557 0.2 0.0 0.0 0.323
H -1.0033 2.7095 -1.0556 0.0 0.0 -0.1 0.077
H -1.4438 3.6908 -2.4622 0.0 0.0 0.0 0.089
H -0.9185 2.0091 -2.6818 0.0 0.1 0.0 0.081
H 1.1635 1.4540 -2.1531 0.1 0.0 -0.1 0.101
H 2.3985 2.6527 -2.5765 0.0 0.0 0.0 0.116
H 1.5723 3.4973 -0.0726 0.2 0.0 0.0 0.112
H 3.0671 2.5982 -0.3891 -0.1 0.1 0.0 0.105
H 0.4256 1.4531 0.6167 0.0 0.0 -0.2 0.107
H 1.9526 1.5759 1.4458 -0.2 0.0 0.0 0.094
H 2.3304 -0.0031 -1.0177 0.0 0.0 0.0 0.099
H 2.7188 -0.3765 0.6597 0.1 0.1 -0.2 0.108
H 1.0834 -2.0143 -0.0077 0.1 0.0 0.2 0.077
H 0.2642 -0.8891 1.0694 0.1 0.0 0.0 0.120
H 0.1720 -1.0049 -1.9820 0.1 0.2 0.0 0.098
H -0.6143 0.2941 -1.0508 -0.2 -0.2 0.0 0.065
H -6.0956 2.3132 -0.4522 0.0 0.1 -0.2 -0.010
F 1.2658 0.7475 5.2189 0.0 0.0 0.0 0.053
C 0.3892 1.7467 4.9893 0.0 0.0 0.0 -0.286
C -0.8839 1.6419 5.5106 0.0 0.0 0.1 -0.014
C -1.7670 2.6910 5.3047 0.0 0.0 0.1 -0.093
C -1.3778 3.8080 4.5824 0.0 0.1 0.0 -0.107
C -0.0977 3.8763 4.0497 0.0 0.0 0.0 -0.081
C 0.8018 2.8395 4.2539 0.0 0.0 0.0 -0.022
H -1.1651 0.7605 6.0702 0.0 0.0 0.0 0.117
H -2.7650 2.6383 5.7196 0.0 0.0 0.0 0.104
H -2.0738 4.6235 4.4376 0.0 0.0 -0.1 0.099
H 0.2079 4.7421 3.4774 0.0 0.0 0.0 0.104
H 1.8079 2.8722 3.8582 0.0 0.0 0.0 0.113
F 2.4971 -2.5041 -1.7893 0.2 0.0 -0.2 0.054
C 2.3543 -3.7857 -2.1911 -0.2 -0.1 0.0 -0.267
C 3.2933 -4.3247 -3.0467 0.1 0.0 0.0 -0.025
C 3.1321 -5.6414 -3.4553 0.0 0.0 0.0 -0.100
C 2.0446 -6.3829 -3.0154 0.0 0.0 0.0 -0.106
C 1.1103 -5.8059 -2.1644 0.0 0.0 0.0 -0.070
C 1.2572 -4.4939 -1.7395 0.0 0.1 0.0 0.011
H 4.1268 -3.7215 -3.3805 0.0 0.0 0.0 0.112
H 3.8582 -6.0857 -4.1240 0.0 0.0 0.0 0.097
H 1.9192 -7.4063 -3.3441 0.0 0.0 0.0 0.095
H 0.2500 -6.3737 -1.8357 0.0 0.0 0.0 0.108
H 0.5243 -4.0166 -1.0982 0.0 0.0 0.0 0.097
```
Forces are in eV/Å.

As for the net charge: -1. Its LUMO energy is 2.218 eV. The total energy comes out at -2881.01898 Eh.

=====

# 2
Molecular formula: C19H26N2O5
Method: DFT, ωB97M-V/def2-TZVPD

```
52
Properties=species:S:1:pos:R:3:forces:R:3:lowdin_charge:R:1
C -6.7761 -0.6596 1.5265 -0.1 0.1 0.2 -0.085
H -7.6801 -1.2661 1.5407 0.1 0.1 0.0 0.094
O -6.1454 -0.9463 0.3007 0.2 0.0 -0.3 -0.077
C -4.9850 -0.3136 -0.0027 0.2 0.1 -0.1 -0.271
C -4.4168 -0.6407 -1.2378 -0.1 0.0 0.1 0.012
C -3.2425 -0.0505 -1.6410 0.1 0.1 0.1 -0.008
C -2.6104 0.8990 -0.8378 -0.2 -0.2 0.2 -0.152
C -3.1649 1.2059 0.3990 0.2 0.0 -0.3 -0.025
C -4.3390 0.6065 0.8187 -0.4 -0.1 0.2 -0.011
H -4.7370 0.8600 1.7886 -0.1 0.0 0.1 0.104
H -2.6654 1.8894 1.0714 0.1 0.1 0.1 0.115
C -1.3318 1.4916 -1.3051 -0.2 0.2 0.0 -0.445
O -0.5246 0.8735 -1.9749 0.1 -0.1 -0.1 0.062
N -1.1490 2.8015 -0.9733 0.0 0.4 0.1 0.080
H -1.7712 3.2107 -0.2936 0.0 -0.1 -0.1 0.129
C 0.1580 3.4007 -1.0839 0.1 -0.3 0.1 -0.057
C 0.9563 3.0931 0.1818 -0.5 0.0 0.0 -0.488
O 0.4479 2.9789 1.2692 0.1 0.0 0.0 0.106
O 2.2388 2.9077 -0.0867 0.3 0.0 -0.3 0.030
C 3.0996 2.4480 0.9568 0.3 -0.1 0.5 -0.043
H 3.8200 3.2397 1.1796 -0.1 -0.2 -0.1 0.140
H 2.5141 2.2250 1.8551 0.1 0.0 -0.2 0.132
C 3.9020 1.2317 0.4653 -0.2 0.5 0.1 -0.420
O 5.1181 1.2851 0.4559 0.3 0.2 0.1 0.059
N 3.2077 0.1641 0.0392 0.0 -0.3 -0.1 -0.025
C 1.7771 -0.0298 0.1139 -0.3 -0.2 0.2 -0.111
H 1.3152 0.7416 0.7241 0.0 0.0 0.0 0.111
C 1.4273 -1.3850 0.7431 -0.2 0.0 -0.3 -0.340
C -0.0871 -1.5689 0.7270 0.3 0.1 0.1 -0.057
H -0.5753 -0.7914 1.3109 -0.1 0.1 0.1 0.078
H -0.4634 -1.5111 -0.2918 -0.1 0.0 -0.1 0.078
H -0.3591 -2.5354 1.1442 -0.1 -0.1 0.1 0.079
C 2.1397 -2.5088 -0.0053 0.2 0.2 0.5 -0.148
H 1.9185 -3.4678 0.4674 -0.1 -0.1 0.0 0.122
C 3.6476 -2.2605 -0.0102 -0.1 -0.1 -0.4 -0.356
C 4.3952 -3.3553 -0.7634 -0.1 0.2 0.2 -0.069
H 5.4653 -3.1639 -0.7517 0.2 0.0 0.0 0.078
H 4.2129 -4.3240 -0.3042 0.0 -0.1 0.0 0.077
H 4.0643 -3.3984 -1.7987 0.0 0.0 -0.2 0.080
C 3.9142 -0.8991 -0.6513 0.4 -0.2 0.2 -0.107
H 4.9776 -0.6565 -0.6243 -0.1 0.0 -0.1 0.126
H 3.5765 -0.9180 -1.6948 0.0 0.0 0.0 0.143
H 4.0058 -2.2322 1.0247 0.0 0.1 0.0 0.148
H 1.7730 -2.5472 -1.0336 0.0 0.0 -0.1 0.131
H 1.7781 -1.3837 1.7820 0.0 0.0 0.0 0.147
H 1.3458 0.0217 -0.8939 0.0 0.0 0.1 0.128
H 0.0672 4.4814 -1.2143 0.1 -0.1 0.0 0.138
H 0.6705 2.9647 -1.9434 -0.1 0.2 0.1 0.134
H -2.7949 -0.3062 -2.5892 0.0 0.0 -0.1 0.122
H -4.9215 -1.3657 -1.8561 -0.1 -0.1 -0.1 0.120
H -6.1443 -0.9334 2.3772 0.0 0.0 0.0 0.096
H -7.0494 0.3978 1.5999 0.0 0.0 0.0 0.096
```
Forces are in eV/Å.

As for the net charge: 0. The energy relative to the best compared isomer or geometry (same formula, charge and spin) is 78.0 kJ/mol. Its LUMO energy is 0.639 eV. The total energy comes out at -1225.37173 Eh.

=====

# 3
Molecular formula: C19H26N3O5P
Method: DFT, ωB97M-V/def2-TZVPD

```
54
Properties=species:S:1:pos:R:3:forces:R:3:lowdin_charge:R:1
C -2.9605 2.8713 -0.1220 0.4 -0.2 0.0 -0.049
C -1.4629 2.7193 -0.3270 -0.3 0.3 -0.3 -0.270
H -0.9831 3.7022 -0.3839 0.0 -0.1 0.0 0.118
H -1.2525 2.1783 -1.2540 0.0 0.1 0.0 0.112
O -0.9111 2.0198 0.7842 0.5 -0.5 0.2 -0.204
P 0.3241 1.0099 0.6124 0.0 1.0 -0.9 0.565
O 0.8522 0.6142 1.9148 0.0 -0.3 0.3 -0.222
O 1.3568 1.7941 -0.3513 -0.9 -0.6 0.1 -0.225
C 2.5188 2.3831 0.2232 0.7 0.4 0.3 -0.281
C 2.2261 3.7832 0.7327 -0.1 -0.3 -0.1 -0.064
H 1.8630 4.4122 -0.0770 0.0 0.1 0.0 0.077
H 3.1308 4.2220 1.1447 0.1 0.1 0.1 0.078
H 1.4670 3.7311 1.5111 0.0 0.1 0.1 0.076
H 2.8628 1.7510 1.0487 0.1 0.0 -0.2 0.113
H 3.2685 2.3915 -0.5728 -0.1 0.0 0.2 0.109
H -3.4367 1.8951 -0.0982 -0.1 -0.1 0.0 0.055
H -3.3840 3.4571 -0.9332 -0.1 0.1 -0.1 0.080
H -3.1520 3.3753 0.8213 -0.1 0.1 0.1 0.082
C -0.2146 -0.4156 -0.4853 0.2 0.5 0.4 -0.273
N 0.4006 -1.6222 0.0168 -0.5 -0.4 0.1 0.043
C 1.7555 -1.7125 0.2156 0.9 -0.4 0.0 -0.263
C 2.6690 -0.9675 -0.5281 0.1 0.0 -0.1 0.047
C 4.0293 -1.1347 -0.3094 -0.9 -1.0 0.9 -0.152
C 4.5224 -2.0465 0.6154 0.2 0.3 -0.3 -0.009
C 3.6133 -2.8035 1.3338 -0.2 0.1 -0.1 -0.062
C 2.2568 -2.6394 1.1416 0.0 0.1 -0.1 -0.004
H 1.5576 -3.2244 1.7211 -0.1 -0.1 0.1 0.115
H 3.9673 -3.5178 2.0609 0.0 -0.1 0.1 0.108
H 5.5861 -2.1402 0.7612 0.0 0.0 0.0 0.114
N 4.9530 -0.3267 -1.0549 0.6 0.4 -0.4 -0.351
O 6.1373 -0.5725 -0.9528 0.2 0.0 0.0 0.082
O 4.5022 0.5686 -1.7435 -0.1 0.1 -0.2 0.068
H 2.3515 -0.2598 -1.2753 0.0 0.1 0.0 0.112
H -0.1418 -2.0534 0.7543 0.1 0.1 -0.1 0.129
C -1.7036 -0.5467 -0.4321 -0.2 -0.1 -0.1 -0.255
C -2.3373 -0.6430 0.8017 -0.1 -0.1 -0.3 -0.047
C -3.7068 -0.7656 0.8941 -0.1 -0.1 0.1 -0.014
C -4.5118 -0.7881 -0.2570 0.2 0.1 0.0 -0.243
C -3.8607 -0.6917 -1.4968 -0.2 0.0 -0.1 -0.023
C -2.4882 -0.5744 -1.5762 0.2 0.0 0.2 -0.032
H -2.0210 -0.5017 -2.5482 0.1 0.0 -0.1 0.118
H -4.4261 -0.7034 -2.4133 -0.1 0.0 -0.1 0.094
N -5.8770 -0.8705 -0.1751 -0.3 0.0 0.0 -0.195
C -6.5198 -1.0235 1.1066 0.1 0.0 0.1 -0.068
H -7.5988 -0.9993 0.9745 0.0 0.0 0.0 0.082
H -6.2529 -1.9700 1.5914 0.0 0.0 0.1 0.094
H -6.2462 -0.2009 1.7711 0.0 0.0 0.1 0.088
C -6.6591 -1.0896 -1.3674 0.1 0.0 -0.1 -0.068
H -6.5900 -0.2306 -2.0408 0.0 -0.1 -0.1 0.089
H -7.7039 -1.2201 -1.0971 0.0 0.0 0.0 0.081
H -6.3313 -1.9845 -1.9072 0.0 0.0 -0.1 0.093
H -4.1486 -0.8396 1.8732 -0.1 0.0 0.1 0.097
H -1.7423 -0.6021 1.7040 0.0 0.0 0.2 0.120
H 0.1228 -0.2348 -1.5103 -0.1 0.1 0.1 0.133
```
Forces are in eV/Å.

As for the net charge: 0. Its LUMO energy is -0.230 eV. The total energy comes out at -1621.42693 Eh.

=====

# 4
Molecular formula: C19H26N6O6P2SZn
Method: DFT, ωB97M-V/def2-TZVPD

```
61
Properties=species:S:1:pos:R:3:forces:R:3:lowdin_charge:R:1
Zn -0.0277 -1.9317 -0.2370 1.1 1.7 0.4 0.555
N 0.0934 -0.7677 1.9652 -1.5 0.3 -0.6 0.045
C 0.9606 -1.3473 2.8984 1.2 -0.3 1.1 -0.235
C 0.5882 -1.5576 4.2686 -0.2 0.5 -1.1 -0.043
C 1.5448 -1.8076 5.2429 0.2 -0.3 0.0 -0.108
C 2.8859 -2.0416 4.8782 -1.0 0.4 -1.0 -0.100
C 3.2419 -2.0252 3.5290 -1.0 0.2 -0.3 -0.042
C 2.3085 -1.6732 2.5058 -0.8 0.3 1.4 -0.124
C 2.7841 -1.5366 1.1198 1.0 0.6 -1.3 -0.200
C 4.1367 -1.1553 0.9414 0.3 0.1 0.2 -0.058
C 4.7243 -1.0310 -0.3253 -0.6 0.3 -0.3 -0.104
C 3.9309 -1.2190 -1.4586 0.3 -0.8 0.5 -0.105
C 2.5855 -1.6050 -1.2784 1.5 0.9 -1.7 -0.177
C 1.9888 -1.7066 -0.0567 -0.9 -0.5 1.4 -0.157
H 0.4197 0.1162 1.5078 0.1 -0.9 0.6 0.060
H -0.9049 -0.6180 2.2182 1.3 -0.3 0.2 0.106
H -0.4838 -1.4454 4.5170 0.8 0.2 0.0 0.107
H 1.2585 -1.8096 6.3083 0.1 -0.1 -0.7 0.103
H 3.6227 -2.2170 5.6213 0.5 -0.2 0.5 0.081
H 4.2598 -2.2653 3.2193 -0.3 0.0 0.2 0.100
H 4.7649 -0.9019 1.8195 -0.5 -0.2 -0.7 0.106
H 5.7595 -0.7042 -0.4496 -0.3 -0.2 0.2 0.096
H 4.3917 -1.1918 -2.4566 -0.4 0.2 0.4 0.097
H 2.0052 -1.6897 -2.2006 0.1 -0.2 0.4 0.066
N -2.4435 1.6692 -2.7554 0.0 0.0 1.0 0.168
C -2.3754 0.1009 -2.7110 0.6 0.5 -0.8 -0.431
C -3.3130 -0.4801 -3.7322 -1.1 0.4 0.1 -0.112
P -0.5925 -0.3802 -3.2010 0.5 -0.4 2.3 0.434
O -0.6108 -0.9293 -4.7376 -0.4 0.3 0.8 -0.134
O 0.1175 0.9429 -3.0863 0.0 -0.4 -0.5 -0.339
O -0.2148 -1.5197 -2.2543 -0.6 0.9 -2.1 -0.372
P -2.8947 -0.3211 -0.9630 1.6 0.7 2.0 0.400
O -3.8893 -1.5663 -1.2122 -0.1 -0.3 0.6 -0.145
O -3.4907 0.9474 -0.3859 0.1 -1.3 -1.3 -0.321
O -1.7187 -0.8720 -0.1604 -1.4 0.5 -0.4 -0.380
H -2.9488 2.1477 -3.5085 0.1 -0.7 0.0 0.165
H -1.4739 1.9977 -2.7562 0.6 -0.2 -0.3 0.098
H -2.8327 2.0092 -1.8375 -0.2 -0.7 -0.3 0.116
H -3.1729 0.0566 -4.6662 0.0 -0.4 -0.4 0.084
H -4.3294 -0.2989 -3.3883 -0.3 -0.1 -0.2 0.083
H -3.1912 -1.5596 -3.8392 0.2 0.3 -0.1 0.098
H 0.2439 -0.8018 -5.1726 -0.1 0.1 0.1 0.086
H -3.7203 -2.2543 -0.5270 -0.1 0.8 -0.7 0.098
C -3.0558 4.1424 0.5058 0.8 0.2 0.2 -0.105
C -1.9251 4.3653 1.5273 0.1 0.8 -0.4 -0.255
C -0.6887 3.7162 1.0564 1.8 -2.1 0.9 -0.609
N -0.1573 2.7003 1.7305 -1.7 1.2 -0.8 0.002
N 0.7314 1.9742 1.0339 1.3 0.5 -1.4 -0.029
C 1.0341 2.4849 -0.1467 -0.8 -0.1 0.1 -0.657
N 1.8992 1.9595 -1.0899 0.1 -0.2 0.9 0.084
S 0.1570 3.9892 -0.4524 -0.3 -0.8 0.3 1.047
H -3.9141 4.6764 0.8673 -0.7 0.0 0.1 0.060
H -3.2434 3.0531 0.4470 -0.1 0.7 -0.4 0.056
H -2.7573 4.6456 -0.4404 -0.3 -0.7 0.3 0.068
H -2.1755 3.9204 2.4928 0.1 0.2 -0.1 0.116
H -1.7095 5.4367 1.6344 -0.4 -0.1 0.2 0.109
H 2.4662 1.2555 -0.6106 -0.1 0.0 -0.5 0.082
H 1.4562 1.5708 -1.9408 0.0 0.3 0.6 0.047
N -0.6722 -4.9313 0.0468 -0.3 0.2 0.2 0.186
C -0.6792 -3.7690 0.0260 -0.1 -2.5 0.0 0.008
H -0.7543 -5.9460 0.1093 0.2 0.9 -0.1 0.123
```
Forces are in eV/Å.

As for the net charge: 0. The energy relative to the best compared isomer or geometry (same formula, charge and spin) is 0.0 kJ/mol. Its LUMO energy is -0.012 eV. The total energy comes out at -4380.01631 Eh.